No. 1
C3H35NO16 | ωB97M-V with the def2-TZVPD basis set

Atoms and positions in Å:
O -1.536 2.655 -2.746
O -1.062 -0.090 -3.039
O 0.318 0.706 4.350
O 1.097 2.032 -3.567
O -3.645 -1.827 -1.105
O 2.090 2.994 0.891
O -2.909 1.096 2.493
O 2.757 -0.418 2.116
O -0.339 1.630 -0.251
O 0.415 0.582 1.630
O 2.944 1.740 -1.461
O 4.501 -0.645 -0.275
O 2.222 -1.950 -0.779
O 0.980 -1.964 3.945
O 0.307 -2.418 -2.768
O -3.182 1.963 -0.605
N -0.521 -0.620 0.000
C -0.494 -1.930 0.663
C -0.117 0.550 0.524
C -1.775 -2.228 1.399
H -0.237 -2.534 -0.212
H -0.879 -0.624 -0.944
H 0.158 1.659 4.339
H -0.740 -0.979 -2.777
H -0.090 0.525 3.485
H -3.923 2.531 -0.376
H 0.103 -1.669 4.137
H 1.233 -1.578 3.104
H 0.614 1.248 -3.871
H -1.908 1.949 -3.283
H 3.182 -1.807 -0.833
H -1.964 -0.218 -3.322
H -1.573 -2.822 2.293
H -2.399 1.393 3.244
H -2.645 1.846 0.187
H 4.263 0.243 -0.583
H -2.572 0.208 2.333
H -0.353 1.285 -1.154
H 2.002 1.761 -1.281
H 1.948 -1.715 0.094
H -3.295 -2.495 -1.616
H 3.031 1.810 -2.417
H 2.030 0.196 1.956
H 2.524 3.235 0.065
H 0.318 2.483 -3.183
H 1.050 -2.524 -2.152
H 0.450 -2.044 1.184
H 0.656 -2.437 -3.663
H 1.171 2.877 0.630
H -2.589 -2.749 0.918
H 4.289 -0.495 0.662
H -2.111 2.683 -1.956
H 2.901 -0.329 3.066
H -2.170 -1.280 1.743
H -4.526 -1.489 -1.231

The gap between HOMO and LUMO comes out at 10.364 eV. Its relative energy (zero: lowest compared OMol25 entry of this formula, charge and spin) is 58.27 kcal/mol. The spin multiplicity is 1.

No. 2
C5H19NO4 | ωB97M-V with the def2-TZVPD basis set

Atoms and positions in Å:
O 1.922 3.077 -0.440
O 3.010 0.666 -0.929
O -2.894 -0.894 1.488
O -3.411 -1.069 -1.137
N -0.470 0.026 -0.172
C 0.891 -0.780 1.670
C 0.151 -1.223 -0.605
C 0.251 0.474 1.060
C -0.452 1.073 -1.234
C 0.936 -1.835 0.556
H -1.156 0.815 -2.062
H 1.917 -2.100 0.315
H -0.469 0.967 1.780
H -0.861 1.976 -0.879
H 0.362 -1.134 2.533
H -3.673 -1.120 -0.225
H 2.252 0.176 -0.620
H -2.099 -0.465 1.081
H 0.450 -2.792 0.966
H 1.889 -0.606 2.066
H -2.537 -1.664 1.843
H -0.689 -1.936 -0.918
H 0.943 1.280 0.869
H 0.594 1.281 -1.641
H -2.595 -0.608 -1.133
H 2.386 3.788 -0.776
H 0.715 -1.131 -1.558
H 2.431 2.256 -0.666
H 3.759 0.346 -0.302

The gap between HOMO and LUMO comes out at 9.449 eV. Its relative energy (zero: lowest compared OMol25 entry of this formula, charge and spin) is 32.80 kcal/mol. Its SMILES is CN1CCCC1.O.O.O.O. The spin multiplicity is 1.

No. 3
C31H36ClN4O9SV | ωB97M-V with the def2-TZVPD basis set

Atoms and positions in Å:
V -0.421 0.016 0.088
Cl 2.873 -9.207 0.092
S 1.356 2.159 -0.108
O 0.349 -2.769 -0.226
O -1.958 1.904 1.826
O -2.459 2.505 4.744
O -1.901 -0.009 6.195
O -0.555 -1.840 4.300
O 3.277 -3.406 -0.481
O -6.728 1.612 0.387
O -0.740 -0.532 1.601
O 1.231 -0.743 -0.328
N -4.180 1.480 -0.767
N -1.838 0.744 -0.805
N 1.250 3.397 2.238
N 1.172 4.781 0.357
C 3.073 -4.731 -0.301
C 3.799 -5.550 -1.185
C 2.936 -7.481 -0.060
C 1.230 3.490 0.896
C 1.274 -1.985 -0.092
C 0.893 4.489 3.108
C 0.866 -1.240 -3.444
C -1.799 1.166 2.826
C 1.608 -0.089 -3.219
C -6.401 0.493 -0.401
C 0.995 1.150 -3.155
C -1.718 0.200 4.999
C -2.079 1.432 4.257
C 1.526 -2.582 -3.540
C -1.128 0.111 -3.530
C 3.724 -6.921 -1.053
C 4.636 -4.923 -2.255
C -0.511 -1.124 -3.607
C -1.065 -0.756 4.032
C 2.681 -2.455 0.374
C -0.377 1.256 -3.309
C -2.978 0.999 -0.771
C 0.710 4.861 -1.014
C 1.378 2.135 2.921
C -1.178 -0.129 2.736
C 2.260 -5.308 0.670
C -5.596 2.067 1.106
C 2.351 5.606 0.559
C 2.201 -6.686 0.794
C -4.521 2.565 0.142
C -5.301 0.829 -1.418
H 3.182 5.279 -0.079
H -5.710 1.523 -2.163
H 0.530 5.332 2.527
H -3.623 2.856 0.689
H 4.284 -7.555 -1.720
H -5.944 2.875 1.750
H 1.494 4.592 -1.734
H 2.588 -2.498 -3.323
H 0.390 5.888 -1.207
H -5.186 1.256 1.724
H 2.101 6.636 0.302
H -6.076 -0.338 0.245
H -7.319 0.210 -0.924
H 3.342 -1.583 0.337
H 5.214 -5.680 -2.776
H 0.102 4.160 3.784
H 1.589 2.036 -2.981
H -4.913 3.404 -0.442
H 1.645 -4.698 1.315
H 1.400 -2.992 -4.543
H 2.149 2.218 3.689
H 0.435 1.873 3.407
H 2.618 -2.817 1.406
H -1.098 -2.010 -3.805
H 1.584 -7.133 1.558
H 2.680 -0.161 -3.095
H 5.307 -4.183 -1.824
H 1.760 4.792 3.707
H -2.202 0.184 -3.655
H -0.129 4.182 -1.151
H -4.955 -0.076 -1.917
H 2.680 5.565 1.593
H 1.637 1.344 2.216
H 3.996 -4.409 -2.971
H 1.086 -3.279 -2.828
H -0.857 2.227 -3.287

The gap between HOMO and LUMO (spin up / spin down) comes out at 6.102 / 4.889 eV. Its relative energy (zero: lowest compared OMol25 entry of this formula, charge and spin) is 15.51 kcal/mol. The spin multiplicity is 2. Its charge is -1.

No. 4
C19H18ClFN2O2 | ωB97M-V with the def2-TZVPD basis set

Atoms and positions in Å:
Cl 4.229 0.566 -1.302
F -4.262 5.722 3.250
O -3.107 1.180 -0.890
O 0.821 -3.330 -0.995
N 0.364 -1.680 0.471
N 2.259 -1.558 -0.859
C -1.795 0.203 0.844
C -0.986 -2.170 0.662
C 3.281 -1.953 -1.707
C 5.426 -2.619 -3.380
C -1.995 -1.145 0.146
C -3.984 3.343 0.561
C -2.709 1.263 0.250
C 0.599 -0.441 1.172
C -2.971 3.763 3.106
C -3.076 2.428 1.101
C -2.576 2.653 2.384
C 5.355 -1.354 -2.821
C -3.876 4.646 2.542
C 4.296 -1.033 -1.997
C -4.392 4.452 1.272
C 3.373 -3.220 -2.279
C 4.433 -3.544 -3.104
C -0.338 0.655 0.654
C 1.127 -2.261 -0.506
H 4.482 -4.532 -3.536
H -2.003 0.084 1.911
H -3.009 -1.507 0.321
H 6.119 -0.619 -3.023
H 1.640 -0.126 1.104
H 2.596 -3.935 -2.069
H -0.148 1.590 1.183
H -1.867 -1.014 -0.929
H -1.078 -3.110 0.118
H 0.386 -0.621 2.234
H -5.095 5.160 0.862
H -4.361 3.158 -0.434
H 2.358 -0.603 -0.544
H -1.148 -2.358 1.730
H 6.252 -2.874 -4.025
H -2.591 3.951 4.098
H -1.871 1.974 2.835
H -0.155 0.820 -0.410

The gap between HOMO and LUMO comes out at 8.559 eV. Its relative energy (zero: lowest compared OMol25 entry of this formula, charge and spin) is 0.78 kcal/mol. Its SMILES is O=C(c1ccc(F)cc1)C1CCN(C(=O)Nc2ccccc2Cl)CC1. The spin multiplicity is 1.

No. 5
C3H16N2O2 | ωB97M-V with the def2-TZVPD basis set

Atoms and positions in Å:
O -1.780 -1.314 2.746
O 3.074 1.123 -1.860
N -1.414 1.249 1.449
N 1.178 -0.739 -1.910
C -0.696 -0.594 -0.295
C -1.535 0.667 0.084
C 0.832 -0.389 -0.479
H 1.244 0.639 -0.414
H -2.583 0.381 -0.190
H 1.372 -1.092 0.168
H -1.196 -1.074 -1.140
H 3.942 0.922 -2.239
H 1.313 -1.728 -2.107
H 3.247 1.583 -1.030
H -0.475 1.560 1.712
H 0.346 -0.532 -2.485
H -1.450 1.487 -0.636
H -0.967 -1.293 0.508
H -1.797 0.678 2.212
H -1.937 2.132 1.391
H -2.420 -1.777 3.306
H -0.890 -1.526 3.046
H 2.023 -0.150 -2.248

The gap between HOMO and LUMO comes out at 12.463 eV. Its relative energy (zero: lowest compared OMol25 entry of this formula, charge and spin) is 29.85 kcal/mol. The spin multiplicity is 1. Its charge is +2.

No. 6
C12H19N3O5 | ωB97M-V with the def2-TZVPD basis set

Atoms and positions in Å:
O -1.079 0.445 -0.662
O -4.004 2.755 -1.255
O 0.800 -4.775 3.859
O 1.069 0.880 -1.685
O 0.673 -2.101 1.722
N 0.757 -0.711 -0.048
N -0.078 -1.063 -2.296
N 0.011 -2.729 -0.592
C 1.306 2.120 -0.999
C -3.048 3.106 -0.251
C -0.045 -2.263 -1.956
C -2.077 1.062 -1.574
C -3.258 1.655 -0.837
C 0.367 -1.895 0.388
C 0.370 -3.489 3.643
C 2.805 2.167 -1.074
C 1.842 -3.721 4.001
C -0.086 -3.262 2.280
C 0.731 3.220 -1.863
C 0.108 -0.109 -1.213
H 0.845 2.155 0.012
H -1.145 -2.980 2.361
H -3.515 3.438 0.637
H 2.758 -3.821 3.319
H -0.336 3.217 -1.526
H 3.080 3.175 -0.764
H -0.394 -3.021 4.290
H 0.882 3.034 -2.943
H 1.399 -0.194 0.527
H -0.249 -2.851 -2.839
H -1.729 1.774 -2.287
H -2.215 3.857 -0.494
H 1.171 4.208 -1.539
H -2.489 0.276 -2.215
H 3.172 1.981 -2.046
H -0.132 -4.175 1.649
H -3.743 0.854 -0.248
H 3.220 1.292 -0.458
H 2.257 -3.509 4.977

The gap between HOMO and LUMO comes out at 9.901 eV. Its relative energy (zero: lowest compared OMol25 entry of this formula, charge and spin) is 58.06 kcal/mol. Its SMILES is CC(C)O[C@@]1(OC[C@H]2CO2)N=CN=C(OC[C@@H]2CO2)N1. The spin multiplicity is 1.

No. 7
C8H13CsNO3S | ωB97M-V with the def2-TZVPD basis set

Atoms and positions in Å:
Cs 20.327 23.319 19.423
S 20.265 27.343 24.143
O 19.802 26.565 22.805
O 19.177 27.585 25.062
O 21.602 26.793 24.657
N 17.911 24.852 19.932
C 17.165 27.196 20.206
C 16.216 25.428 21.561
C 18.027 26.211 19.623
C 16.992 24.526 20.911
C 19.851 25.166 22.847
C 20.724 28.952 23.387
C 16.263 26.811 21.220
C 21.254 24.668 22.396
H 18.702 26.628 18.890
H 21.467 25.239 21.492
H 20.644 29.737 24.140
H 15.718 27.550 21.788
H 22.113 24.993 22.983
H 15.715 25.275 22.505
H 17.032 23.492 21.221
H 21.302 23.591 22.233
H 19.367 24.570 23.621
H 19.351 24.807 21.948
H 19.991 29.158 22.607
H 21.718 28.940 22.940
H 17.301 28.202 19.837

The gap between HOMO and LUMO (spin up / spin down) comes out at 2.551 / 6.958 eV. The spin multiplicity is 2.

No. 8
C5H9NO | ωB97M-V with the def2-TZVPD basis set

Atoms and positions in Å:
O -2.428 -1.135 0.484
N 1.669 1.249 0.298
C 1.643 0.532 -0.986
C -0.911 0.812 -0.213
C 0.541 0.402 -0.015
C -1.241 -0.701 -0.117
C 0.103 -0.910 0.619
H 0.680 -1.820 0.429
H 2.295 0.781 0.950
H -1.305 1.332 0.668
H -1.175 1.370 -1.115
H -1.215 -1.164 -1.109
H -2.444 -0.803 1.392
H -0.042 -0.782 1.702
H 1.539 1.168 -1.864
H 2.294 -0.331 -1.123

The gap between HOMO and LUMO comes out at 10.452 eV. Its relative energy (zero: lowest compared OMol25 entry of this formula, charge and spin) is 60.09 kcal/mol. Its SMILES is O[C@H]1C[C@]2(CN2)C1. The spin multiplicity is 1.

No. 9
C22H25N3O6S | ωB97M-V with the def2-TZVPD basis set

Atoms and positions in Å:
S 2.087 5.538 2.046
O -0.884 -1.557 -2.355
O 0.928 6.229 2.523
O 1.164 -2.486 -2.346
O 0.535 -5.788 -2.236
O -5.729 -6.383 2.073
O 3.118 5.174 2.971
N -1.158 -4.300 -1.842
N -5.055 -8.364 1.252
N 2.776 6.450 0.851
C -3.942 -6.360 0.507
C 2.046 1.948 0.185
C 1.532 4.051 1.199
C -4.145 -5.034 0.131
C 0.936 -0.431 -1.310
C -1.831 -6.341 -0.660
C 1.866 6.997 -0.134
C 1.381 8.384 0.274
C 0.725 -3.574 -3.153
C 0.202 3.921 0.842
C -0.207 2.798 0.148
C -2.054 -5.024 -1.053
C 0.707 1.795 -0.194
C 4.149 6.199 0.489
C 0.226 0.637 -0.919
C 2.454 3.073 0.875
C 4.938 7.494 0.321
C -2.770 -6.999 0.111
C 0.290 -1.519 -2.045
C -3.219 -4.373 -0.645
C -4.986 -7.011 1.348
C 0.033 -4.694 -2.348
H -2.562 -8.011 0.427
H -0.492 4.693 1.135
H 2.766 1.184 -0.059
H 3.479 3.197 1.189
H 0.039 -3.208 -3.925
H -1.444 -3.341 -2.041
H 0.882 8.314 1.236
H 2.376 7.035 -1.101
H -0.924 -6.840 -0.958
H 4.205 5.600 -0.433
H -1.245 2.687 -0.131
H -0.828 0.643 -1.171
H 5.982 7.264 0.125
H 0.684 8.769 -0.466
H -5.773 -8.839 1.773
H -5.045 -4.538 0.462
H -3.384 -3.347 -0.938
H 4.871 8.083 1.231
H 1.006 6.326 -0.231
H 1.988 -0.562 -1.120
H 2.219 9.069 0.364
H 4.550 8.081 -0.507
H 4.570 5.623 1.314
H -4.537 -8.880 0.566
H 1.628 -3.986 -3.607

The gap between HOMO and LUMO comes out at 7.786 eV. Its relative energy (zero: lowest compared OMol25 entry of this formula, charge and spin) is 30.40 kcal/mol. Its SMILES is CCN(CC)S(=O)(=O)c1ccc(/C=C/C(=O)OCC(=O)Nc2ccc(C(N)=O)cc2)cc1. The spin multiplicity is 1.

No. 10
C17H13N2O4S2 | ωB97M-V with the def2-TZVPD basis set

Atoms and positions in Å:
S -0.471 -2.388 0.594
S -1.208 0.061 2.214
O -0.368 -3.602 1.378
O 0.187 -2.285 -0.698
O -1.011 1.414 1.738
O -1.435 -0.141 3.630
N 2.743 -1.614 0.819
N 4.698 -2.741 0.655
C 3.955 -1.724 0.180
C 1.408 0.949 3.327
C 1.820 0.696 1.991
C 2.423 3.172 3.248
C 1.720 2.183 3.930
C -2.528 -0.748 1.284
C -4.469 -1.947 -0.291
C 2.670 1.615 1.365
C -3.809 -0.202 1.274
C -2.208 -1.863 0.519
C 2.879 2.878 1.960
C -4.782 -0.813 0.475
C 2.708 -2.592 1.759
C -3.174 -2.476 -0.280
C 1.322 -0.482 1.235
C 3.908 -3.292 1.671
C 0.062 -1.028 1.622
H 3.227 1.274 0.458
H 1.522 -0.508 0.129
H 1.418 2.360 4.957
H 2.512 4.191 3.629
H 4.250 -4.117 2.282
H -5.795 -0.412 0.461
H -4.004 0.698 1.861
H 1.030 0.129 3.972
H 4.222 -1.088 -0.643
H -2.875 -3.332 -0.888
H -5.227 -2.445 -0.897
H 1.896 -2.762 2.473
H 3.452 3.603 1.376

The gap between HOMO and LUMO comes out at 7.199 eV. Its relative energy (zero: lowest compared OMol25 entry of this formula, charge and spin) is 53.30 kcal/mol. The spin multiplicity is 1. Its charge is -1.

No. 11
C18H18Cl2N2O3S | ωB97M-V with the def2-TZVPD basis set

Atoms and positions in Å:
Cl -1.268 -3.670 -6.063
Cl 3.151 -3.187 -2.953
S -1.060 0.916 4.086
O -0.625 1.215 0.186
O 1.901 0.347 0.018
O -0.641 -0.618 1.496
N 1.546 -1.049 -1.689
N -0.327 -1.304 -3.061
C -0.317 0.368 -0.902
C -0.871 1.522 2.473
C -0.695 0.583 1.382
C 1.128 -0.087 -0.797
C -1.064 3.468 3.714
C -1.141 4.936 3.997
C 0.923 -3.377 -4.466
C 1.548 -2.720 -3.414
C -0.892 2.893 2.441
C -0.371 -2.944 -4.781
C -1.721 4.293 6.343
C -0.944 -1.914 -4.055
C 0.895 -1.683 -2.719
C -0.869 5.227 5.477
C -1.175 2.526 4.701
C 1.615 -4.476 -5.199
C -1.339 2.823 6.150
C 0.620 5.096 5.788
H -0.402 2.608 6.673
H -1.174 6.257 5.690
H 1.004 4.138 5.450
H -2.102 2.174 6.584
H -0.973 -0.509 -0.910
H -2.141 5.295 3.729
H 2.545 -4.106 -5.630
H 1.179 5.881 5.282
H -1.613 4.560 7.395
H 2.502 -1.359 -1.532
H -0.471 0.948 -1.813
H -0.781 3.452 1.530
H -0.425 5.470 3.369
H -1.939 -1.556 -4.277
H -2.770 4.427 6.070
H 0.797 5.188 6.857
H 0.986 -4.869 -5.990
H 1.867 -5.280 -4.509

The gap between HOMO and LUMO comes out at 9.104 eV. Its relative energy (zero: lowest compared OMol25 entry of this formula, charge and spin) is 0.00 kcal/mol. Its SMILES is Cc1c(Cl)cnc(NC(=O)COC(=O)c2cc3c(s2)CC[C@@H](C)C3)c1Cl. The spin multiplicity is 1.